No. 1
The following is a DFT calculation (the ωB97M-V functional and the def2-TZVPD basis) of a 3-piece molecular cluster, C28H38BrF6NO8 overall.

As for the highest occupied orbital energy: -8.89 eV. The value obtained for the largest force on an atom is 1.84 eV/Å. As for the lowest unoccupied orbital energy: 0.175 eV. The SMILES is CC(C)C[C@@]1(Br)[C@@H](COc2ccccc2)NC(=O)[C@@H]1CCCCOC=O.CCOC(=O)C(F)(F)F.CCOC(=O)C(F)(F)F.

The geometry in ORCA input format:
```
! RIJCOSX wB97M-V def2-TZVPD def2/J DEFGRID3
* xyz 0 1
C 5.51 -3.25 -1.76
C 5.01 -1.83 -1.44
C 5.51 -1.48 -0.05
C 3.47 -1.83 -1.63
C 2.62 -0.78 -0.94
Br 2.46 -0.96 1.01
C 2.85 0.74 -1.25
C 4.22 1.22 -1.69
O 4.28 2.62 -1.89
C 3.86 3.40 -0.83
C 4.29 3.17 0.48
C 3.83 3.98 1.52
C 2.96 5.03 1.23
C 2.55 5.28 -0.07
C 3.00 4.46 -1.11
N 1.88 1.16 -2.28
C 0.69 0.45 -1.87
O -0.41 0.88 -1.87
C 1.16 -0.94 -1.51
C 0.17 -1.90 -0.83
C -0.85 -1.26 0.14
C -2.30 -1.51 -0.26
C -3.22 -1.41 0.94
O -3.17 -0.08 1.50
C -2.64 0.04 2.70
O -2.77 1.03 3.35
H 5.29 -3.53 -2.78
H 6.56 -3.37 -1.52
H 4.96 -3.94 -1.12
H 5.46 -1.20 -2.20
H 5.07 -0.59 0.38
H 5.31 -2.30 0.64
H 6.59 -1.35 -0.10
H 3.10 -2.80 -1.29
H 3.28 -1.81 -2.70
H 2.48 1.24 -0.36
H 5.01 0.91 -1.01
H 4.46 0.76 -2.65
H 4.96 2.36 0.72
H 4.15 3.80 2.53
H 2.60 5.65 2.04
H 1.87 6.08 -0.31
H 2.70 4.60 -2.14
H 2.13 0.76 -3.18
H 1.26 -1.35 -2.51
H -0.39 -2.38 -1.63
H 0.69 -2.71 -0.32
H -0.70 -1.72 1.12
H -0.66 -0.21 0.29
H -2.62 -0.79 -1.00
H -2.37 -2.52 -0.64
H -4.24 -1.64 0.69
H -2.89 -2.12 1.70
H -2.03 -0.77 3.11
C -3.96 -1.35 5.38
C -4.56 -2.10 6.55
O -4.85 -3.47 6.22
C -3.81 -4.29 6.17
O -2.67 -4.03 6.39
C -4.30 -5.71 5.81
F -5.11 -5.69 4.75
F -4.97 -6.24 6.84
F -3.26 -6.50 5.54
H -4.62 -1.42 4.51
H -3.82 -0.30 5.63
H -3.00 -1.77 5.10
H -5.52 -1.67 6.83
H -3.91 -2.07 7.43
C -3.86 2.44 -2.36
C -2.66 2.93 -3.14
O -2.82 2.68 -4.56
C -3.63 3.50 -5.21
O -4.23 4.43 -4.77
C -3.67 3.10 -6.70
F -3.89 1.78 -6.84
F -2.50 3.39 -7.29
F -4.63 3.76 -7.34
H -4.04 1.39 -2.56
H -3.68 2.58 -1.29
H -4.77 2.99 -2.62
H -1.78 2.38 -2.85
H -2.47 3.99 -2.98
*
```

---

No. 2
The following is a DFT calculation (the ωB97M-V functional and the def2-TZVPD basis) of the molecule C4H6N4O.

The energy above the lowest of the compared OMol25 structures with the same formula, charge and spin is 103.59 kcal/mol. As for the highest occupied orbital energy: -9.61 eV. The value obtained for the largest force on an atom is 5.43 eV/Å. As for the lowest unoccupied orbital energy: -0.505 eV. The SMILES is CC/N=c1\nconn1.

The geometry in ORCA input format:
```
! RIJCOSX wB97M-V def2-TZVPD def2/J DEFGRID3
* xyz 0 1
C 3.08 0.32 1.62
C 1.50 0.37 1.71
C 0.10 0.00 -0.14
C -2.13 -0.42 -0.03
H 3.52 0.54 2.60
H 3.42 -0.64 1.17
H 3.55 1.21 1.03
H 1.09 1.34 2.16
H 1.23 -0.60 2.24
H -3.20 -0.45 0.48
N 1.28 0.28 0.33
N -0.99 -0.29 0.67
N -1.22 0.01 -2.05
N -0.09 0.08 -1.52
O -2.24 -0.46 -1.32
*
```

---

No. 3
The following is a DFT calculation (the ωB97M-V functional and the def2-TZVPD basis) of C37H32FeN4PS as an isolated structure.

As for the highest occupied orbital energy (alpha / beta): -13.74 / -13.79 eV. As for the expectation value of S²: 0.99. The value obtained for the largest force on an atom is 1.96 eV/Å. As for the lowest unoccupied orbital energy (alpha / beta): -7.823 / -6.382 eV.

The geometry in ORCA input format:
```
! RIJCOSX wB97M-V def2-TZVPD def2/J DEFGRID3
* xyz 2 2
Fe 1.45 0.59 -0.30
C 4.12 2.42 -1.20
C 4.32 1.09 -0.84
C 3.97 0.65 0.44
C 3.37 1.54 1.34
C 3.14 2.86 0.96
C 3.55 3.30 -0.30
H 4.45 2.77 -2.17
H 4.83 0.41 -1.52
H 4.28 -0.33 0.78
H 3.18 1.23 2.36
H 2.71 3.56 1.66
H 3.41 4.34 -0.57
N -0.87 4.03 -1.16
C -0.27 2.93 -0.70
S 0.82 2.12 -1.77
N -0.55 2.53 0.51
N 0.13 1.39 0.83
C -0.18 0.84 1.96
C -1.19 1.36 2.91
C -1.10 2.65 3.42
C -2.05 3.10 4.33
C -3.09 2.26 4.71
C -3.19 0.98 4.20
C -2.23 0.52 3.30
C 0.61 -0.35 2.26
C 0.55 -1.07 3.44
C 1.40 -2.14 3.62
C 2.30 -2.46 2.61
C 2.30 -1.70 1.46
N 1.47 -0.67 1.28
H -0.69 4.37 -2.09
H -1.52 4.52 -0.57
H -0.29 3.30 3.12
H -1.98 4.10 4.73
H -3.83 2.62 5.42
H -4.01 0.33 4.49
H -2.31 -0.48 2.89
H -0.14 -0.76 4.22
H 1.37 -2.72 4.53
H 3.00 -3.28 2.72
H 2.99 -1.92 0.66
C -2.02 -4.79 0.33
C -0.69 -4.46 0.58
C -0.19 -3.25 0.15
C -1.01 -2.34 -0.53
C -2.35 -2.67 -0.78
C -2.84 -3.90 -0.35
P -0.33 -0.83 -1.25
C -1.74 0.15 -1.75
C -2.66 0.49 -0.76
C -3.75 1.30 -1.07
C -3.91 1.77 -2.37
C -2.98 1.43 -3.35
C -1.89 0.64 -3.05
C 0.62 -1.35 -2.68
C 0.01 -2.00 -3.75
C 0.78 -2.43 -4.82
C 2.16 -2.22 -4.82
C 2.77 -1.59 -3.75
C 2.00 -1.16 -2.68
H -2.42 -5.74 0.67
H -0.05 -5.16 1.09
H 0.85 -3.02 0.31
H -3.00 -2.00 -1.31
H -3.87 -4.16 -0.56
H -2.55 0.13 0.26
H -4.46 1.56 -0.30
H -4.75 2.39 -2.62
H -3.11 1.79 -4.37
H -1.17 0.40 -3.81
H -1.06 -2.18 -3.75
H 0.31 -2.93 -5.65
H 2.75 -2.55 -5.67
H 3.84 -1.45 -3.75
H 2.51 -0.71 -1.83
*
```

---

No. 4
The following is a DFT calculation (the ωB97M-V functional and the def2-TZVPD basis) of C20H34CaCl3F6NO2S6SbSi as an isolated structure.

The energy above the lowest of the compared OMol25 structures with the same formula, charge and spin is 0.00 kcal/mol. As for the highest occupied orbital energy (alpha / beta): -8.46 / -8.46 eV. As for the expectation value of S²: 0.77. The value obtained for the largest force on an atom is 0.47 eV/Å. As for the lowest unoccupied orbital energy (alpha / beta): -0.041 / -3.072 eV.

The geometry in ORCA input format:
```
! RIJCOSX wB97M-V def2-TZVPD def2/J DEFGRID3
* xyz 0 2
Ca -0.11 0.33 -1.63
C 2.17 2.22 3.34
C 1.91 0.84 3.92
S 0.15 0.42 3.77
C 0.16 -1.37 4.02
C 1.25 -2.15 3.29
S 1.29 -1.80 1.51
C 3.07 -1.99 1.23
C 3.44 -1.68 -0.21
S 2.75 -0.19 -0.98
C 3.75 1.18 -0.36
C 3.64 1.55 1.11
S 2.06 2.32 1.53
H 3.16 2.57 3.64
H 1.45 2.94 3.72
H 2.21 0.80 4.97
H 2.48 0.10 3.36
H -0.82 -1.69 3.67
H 0.22 -1.60 5.09
H 1.09 -3.21 3.46
H 2.24 -1.91 3.71
H 3.37 -3.01 1.45
H 3.60 -1.34 1.93
H 3.08 -2.47 -0.86
H 4.53 -1.63 -0.32
H 3.46 2.02 -0.98
H 4.79 0.94 -0.59
H 4.44 2.27 1.34
H 3.79 0.68 1.74
C -6.69 0.62 0.95
Si -5.94 1.69 -0.38
C -6.63 3.43 -0.30
C -6.31 0.98 -2.05
C -4.10 1.85 0.12
C -3.84 2.60 1.27
C -2.56 2.76 1.75
C -1.51 2.14 1.07
N -1.71 1.43 -0.01
C -2.97 1.28 -0.49
S -3.05 0.32 -1.92
H -7.77 0.54 0.82
H -6.50 1.02 1.95
H -6.28 -0.39 0.91
H -7.69 3.41 -0.52
H -6.14 4.07 -1.04
H -6.50 3.89 0.68
H -7.39 1.04 -2.21
H -6.01 -0.07 -2.13
H -5.82 1.53 -2.86
H -4.66 3.08 1.79
H -2.36 3.34 2.64
H -0.48 2.22 1.41
F -0.36 -1.96 -1.11
Sb -0.18 -2.95 -2.78
F -0.74 -4.51 -1.92
F -1.96 -2.44 -3.16
F 0.04 -3.70 -4.47
F 0.35 -1.18 -3.39
F 1.61 -3.27 -2.33
C -3.57 -1.29 2.37
S -2.32 -1.60 1.11
C -2.33 -3.40 1.11
H -3.26 -1.68 3.34
H -4.53 -1.73 2.09
H -3.69 -0.21 2.45
H -3.31 -3.78 0.80
H -2.07 -3.78 2.09
H -1.58 -3.72 0.39
Cl 0.46 4.96 -4.28
C 0.08 3.59 -3.27
Cl -1.52 3.84 -2.51
Cl 0.00 2.11 -4.28
C 1.13 3.38 -2.09
O 1.87 4.30 -1.83
O 1.03 2.24 -1.56
*
```

---

No. 5
The following is a DFT calculation (the ωB97M-V functional and the def2-TZVPD basis) of C6H6N as an isolated structure.

The energy above the lowest of the compared OMol25 structures with the same formula, charge and spin is 114.80 kcal/mol. As for the highest occupied orbital energy (alpha / beta): -14.14 / -14.06 eV. The value obtained for the largest force on an atom is 3.76 eV/Å. As for the lowest unoccupied orbital energy (alpha / beta): -5.779 / -5.848 eV.

The geometry in ORCA input format:
```
! RIJCOSX wB97M-V def2-TZVPD def2/J DEFGRID3
* xyz 1 1
C 0.75 1.63 1.95
C -0.19 1.77 1.09
C 0.07 -2.11 -1.48
C -0.04 -0.63 0.62
C -0.51 0.44 -1.01
C -0.14 -0.96 -0.81
N -0.42 0.67 0.29
H 1.47 1.98 2.67
H -0.87 2.60 0.68
H 0.47 -2.99 -1.13
H 0.00 -2.33 -2.54
H -0.19 -1.07 1.53
H -0.40 1.00 -1.86
*
```

---

No. 6
The following is a DFT calculation (the ωB97M-V functional and the def2-TZVPD basis) of a 3-piece molecular cluster, C3H7Cl4NO2 overall.

The energy above the lowest of the compared OMol25 structures with the same formula, charge and spin is 6.69 kcal/mol. As for the highest occupied orbital energy: -10.78 eV. The value obtained for the largest force on an atom is 1.28 eV/Å. As for the lowest unoccupied orbital energy: -0.196 eV. The SMILES is C[N+](=O)[O-].ClCCl.ClCCl.

The geometry in ORCA input format:
```
! RIJCOSX wB97M-V def2-TZVPD def2/J DEFGRID3
* xyz 0 1
C 1.07 2.70 -1.46
N 0.23 1.61 -0.89
O 0.33 1.41 0.33
O -0.53 0.99 -1.60
H 1.68 3.19 -0.70
H 0.45 3.47 -1.93
H 1.77 2.33 -2.21
C -2.55 -0.75 1.11
Cl -2.81 0.43 2.39
Cl -3.77 -0.48 -0.16
H -1.53 -0.80 0.73
H -2.84 -1.71 1.53
C 1.55 -2.40 0.59
Cl 1.95 -3.45 -0.74
Cl 3.02 -2.07 1.54
H 1.10 -1.46 0.28
H 0.87 -3.00 1.20
*
```

---

No. 7
The following is a DFT calculation (the ωB97M-V functional and the def2-TZVPD basis) of C23H35Br30F9I3N2OP2S as an isolated structure.

As for the highest occupied orbital energy: -4.81 eV. The value obtained for the largest force on an atom is 5.68 eV/Å. As for the lowest unoccupied orbital energy: 0.827 eV.

The geometry in ORCA input format:
```
! RIJCOSX wB97M-V def2-TZVPD def2/J DEFGRID3
* xyz -1 1
C 2.80 6.09 1.56
C 2.70 4.49 1.76
I 4.21 4.16 3.27
C 2.94 3.90 0.30
I 5.08 4.17 -0.13
P 2.07 2.25 -0.22
C 0.39 3.23 -0.02
I 1.67 1.42 2.17
C 1.16 0.66 -0.83
C -0.39 0.58 -0.98
C -1.21 0.11 0.30
C -2.56 -0.63 -0.05
C -3.76 0.25 -0.44
F -3.34 1.00 -1.54
F -4.79 -0.52 -0.96
C -4.27 1.32 0.59
F -3.42 2.37 0.76
F -5.38 1.89 0.02
S -4.76 0.70 2.29
F -4.72 2.26 2.82
F -3.25 0.48 2.79
F -4.97 -0.83 1.84
F -6.35 0.96 1.92
F -5.25 0.27 3.78
C 3.71 1.23 -0.43
C 4.56 0.89 0.86
C 4.51 -0.59 1.41
N 3.45 -1.57 1.18
O 5.44 -0.90 2.11
P 2.03 2.96 -2.34
N 3.42 3.17 -3.09
H 2.36 6.51 2.51
H 2.13 6.44 0.74
H 3.85 6.45 1.49
H 1.65 4.41 2.12
H 2.52 4.68 -0.40
H -0.27 2.77 0.75
H -0.11 3.33 -1.02
H 0.49 4.30 0.29
H 1.43 -0.16 -0.09
H 1.56 0.43 -1.85
H -0.91 1.36 -1.57
H -0.54 -0.33 -1.65
H -0.55 -0.65 0.80
H -1.39 0.91 1.04
H -2.35 -1.28 -0.94
H -2.78 -1.35 0.78
H 4.37 1.56 -1.27
H 3.47 0.19 -0.80
H 5.63 0.91 0.49
H 4.57 1.65 1.67
H 3.82 -2.43 0.78
H 2.89 -1.77 2.01
H 1.18 2.16 -3.19
H 1.39 4.26 -2.34
H 3.42 2.55 -3.90
C 2.72 6.17 -5.92
Br 2.14 7.76 -6.86
Br 3.34 6.57 -4.14
Br 1.35 4.80 -5.92
H 3.56 5.77 -6.47
C -8.68 -1.32 3.30
Br -7.61 -2.81 3.89
Br -9.49 -1.65 1.57
Br -10.00 -0.81 4.62
H -8.01 -0.47 3.18
C -3.36 -5.39 1.42
Br -4.23 -4.07 0.30
Br -3.93 -7.19 0.98
Br -1.44 -5.22 1.38
H -3.68 -5.20 2.44
C 1.32 -8.33 -0.30
Br -0.60 -8.14 -0.14
Br 1.85 -8.86 -2.08
Br 2.26 -6.74 0.29
H 1.61 -9.13 0.37
C -2.66 5.01 4.95
Br -2.29 6.90 4.76
Br -1.74 3.96 3.61
Br -2.28 4.37 6.73
H -3.72 4.87 4.78
C 5.32 0.74 -6.27
Br 5.62 -0.22 -4.62
Br 5.64 -0.36 -7.83
Br 3.56 1.55 -6.32
H 6.04 1.55 -6.30
C 2.06 -4.80 4.03
Br 3.71 -4.78 3.01
Br 1.04 -3.18 3.77
Br 1.01 -6.38 3.66
H 2.34 -4.85 5.08
C 1.10 -3.44 -1.38
Br 2.04 -2.01 -0.39
Br -0.82 -3.17 -1.50
Br 1.88 -3.72 -3.14
H 1.24 -4.35 -0.82
C -0.52 -12.42 -1.65
Br -1.19 -10.94 -2.69
Br 0.03 -11.88 0.12
Br -1.79 -13.88 -1.59
H 0.36 -12.79 -2.15
C -2.92 5.05 -1.32
Br -1.94 6.36 -0.29
Br -4.81 5.45 -1.38
Br -2.17 4.83 -3.09
H -2.81 4.10 -0.80
*
```

---

No. 8
The following is a DFT calculation (the ωB97M-V functional and the def2-TZVPD basis) of the molecule C2H4Si.

The energy above the lowest of the compared OMol25 structures with the same formula, charge and spin is 107.58 kcal/mol. As for the highest occupied orbital energy (alpha / beta): -8.74 / -8.68 eV. The value obtained for the largest force on an atom is 4.95 eV/Å. As for the lowest unoccupied orbital energy (alpha / beta): -1.315 / -1.041 eV.

The geometry in ORCA input format:
```
! RIJCOSX wB97M-V def2-TZVPD def2/J DEFGRID3
* xyz 0 1
C -1.68 -0.44 0.01
C 1.13 -0.50 -0.33
Si -0.40 0.72 -0.06
H -2.12 -0.33 1.06
H 2.23 -0.29 -0.24
H 0.21 2.21 -0.01
H 0.63 -1.38 -0.42
*
```